1.
{"formula": "C31H21F5O6", "method": "ωB97M-V with the def2-TZVPD basis set", "elements": ["C", "C", "C", "C", "C", "C", "C", "C", "O", "C", "C", "F", "F", "C", "C", "C", "C", "C", "C", "F", "F", "F", "C", "C", "C", "O", "H", "H", "H", "H", "H", "H", "H", "H", "H", "H", "H", "H", "H", "C", "C", "C", "O", "C", "C", "C", "O", "H", "H", "H", "H", "C", "C", "C", "O", "C", "C", "C", "O", "H", "H", "H", "H"], "coordinates": [[3.3074, 1.2221, 3.6037], [3.3262, 1.9988, 2.5282], [3.1829, 2.8817, 1.1652], [1.8850, 2.3137, 0.3731], [1.1713, 3.5650, -0.4085], [-0.0619, 4.1948, 0.4123], [-1.2300, 4.6059, -0.3555], [-2.4570, 5.1809, 0.5557], [-3.1549, 6.2037, 0.2279], [-2.6802, 4.3592, 1.9530], [-4.1971, 3.9835, 2.4343], [-4.2579, 3.7099, 3.8566], [-5.0805, 5.0717, 2.1099], [-4.5964, 2.6689, 1.5462], [-5.9327, 2.5188, 0.7318], [-6.1446, 1.1828, -0.1288], [-5.0933, 0.0139, -0.2108], [-3.7642, 0.1541, 0.6232], [-2.5876, -0.9766, 0.6151], [-2.5682, -1.7389, 1.8265], [-2.6228, -1.7974, -0.5766], [-1.3358, -0.2264, 0.5260], [-3.5306, 1.4751, 1.4894], [-1.5144, 3.9484, 2.7197], [-0.0905, 4.3716, 2.0373], [0.8862, 4.8302, 2.7065], [2.9802, 0.4081, 4.3519], [4.0949, 2.6816, 0.4681], [3.0601, 4.0093, 1.4021], [2.2578, 1.5560, -0.4289], [1.1519, 1.7338, 1.0546], [1.9144, 4.3705, -0.7546], [0.7066, 3.0860, -1.3675], [-1.3198, 4.5082, -1.4932], [-6.7313, 3.3408, 0.7494], [-7.1132, 1.0979, -0.7471], [-5.2435, -0.9455, -0.8466], [-2.5262, 1.5011, 2.0710], [-1.5691, 3.3507, 3.6961], [3.7904, -2.9385, -1.0936], [3.4073, -1.6803, -0.8721], [4.3797, -0.6399, -0.4808], [4.0279, 0.5098, -0.2764], [5.7944, -1.0457, -0.3454], [6.1787, -2.3039, -0.5669], [5.2050, -3.3451, -0.9586], [5.5552, -4.4941, -1.1629], [3.0874, -3.7142, -1.3811], [2.3749, -1.3660, -0.9675], [6.4938, -0.2702, -0.0585], [7.2110, -2.6181, -0.4714], [-0.4419, -4.8084, -2.0886], [-1.3253, -5.8046, -2.1723], [-0.9522, -7.1137, -2.7478], [-1.7582, -8.0228, -2.8265], [0.4372, -7.2766, -3.2251], [1.3205, -6.2802, -3.1412], [0.9471, -4.9717, -2.5659], [1.7549, -4.0604, -2.4870], [-0.6984, -3.8427, -1.6705], [-2.3465, -5.7016, -1.8266], [0.6940, -8.2420, -3.6430], [2.3419, -6.3828, -3.4868]], "smiles": "C#CCCCC1=CC(=O)C(C(F)(F)c2cccc(C(F)(F)F)c2)=CC1=O.O=C1C=CC(=O)C=C1.O=C1C=CC(=O)C=C1", "e_homo_ev": -9.3478, "lumo_ev": -1.97, "spin_multiplicity": 1}



2.
{"formula": "C55H59N10O16", "method": "ωB97M-V with the def2-TZVPD basis set", "elements": ["C", "C", "C", "O", "O", "C", "C", "C", "C", "C", "C", "C", "C", "C", "N", "C", "N", "N", "H", "H", "H", "H", "H", "H", "H", "H", "H", "H", "H", "H", "H", "H", "H", "H", "H", "H", "H", "H", "H", "H", "H", "H", "C", "C", "C", "C", "C", "C", "N", "O", "O", "H", "H", "H", "H", "H", "C", "C", "C", "C", "C", "C", "N", "O", "O", "H", "H", "H", "H", "H", "C", "C", "C", "C", "C", "C", "N", "O", "O", "H", "H", "H", "H", "H", "C", "C", "C", "C", "C", "C", "N", "O", "O", "H", "H", "H", "H", "H", "C", "C", "C", "C", "C", "C", "N", "O", "O", "H", "H", "H", "H", "H", "C", "C", "C", "C", "C", "C", "N", "O", "O", "H", "H", "H", "H", "H", "C", "C", "C", "C", "C", "C", "N", "O", "O", "H", "H", "H", "H", "H"], "coordinates": [[6.0214, 0.0258, -0.8694], [5.1454, 0.4296, 0.1148], [3.6678, 0.3558, 0.1136], [2.9389, 1.2284, 0.5531], [3.1318, -0.8305, -0.2716], [3.4045, -1.2283, -1.6277], [2.1484, -1.7599, -2.2704], [1.5101, -2.9398, -1.5328], [0.8654, -2.5772, -0.1866], [-0.3632, -3.4210, 0.1394], [-1.6274, -2.9998, -0.6054], [-1.9935, -1.5045, -0.3787], [-1.7044, -0.6844, -1.6540], [-2.8549, 0.2160, -2.1651], [-4.2125, -0.2675, -1.8092], [-4.1694, -0.4365, -0.4192], [-4.8704, 0.3663, 0.3653], [-3.4309, -1.4389, 0.0614], [6.6770, -0.8228, -0.6999], [6.0318, 0.5409, -1.8251], [5.5836, 0.8343, 1.0229], [4.1673, -2.0079, -1.6173], [3.7654, -0.3690, -2.1921], [2.4419, -2.1146, -3.2565], [1.4049, -0.9789, -2.4469], [0.7263, -3.3235, -2.1931], [2.2423, -3.7399, -1.4310], [0.6494, -1.5075, -0.1702], [1.5968, -2.7412, 0.6028], [-0.5510, -3.4297, 1.2144], [-0.1593, -4.4599, -0.1278], [-1.5924, -3.2459, -1.6644], [-2.4506, -3.5963, -0.2076], [-1.3255, -1.1800, 0.4143], [-1.3634, -1.3008, -2.4785], [-0.8703, -0.0218, -1.4224], [-2.7383, 1.2562, -1.8731], [-2.8109, 0.2101, -3.2506], [-4.4075, -1.1624, -2.2468], [-4.5112, 0.7718, 1.2156], [-5.8429, 0.4917, 0.1206], [-3.4298, -1.3398, 1.0772], [-5.1862, 4.4793, 5.4370], [-4.2679, 3.4838, 5.1272], [-4.6901, 2.3121, 4.5233], [-6.0362, 2.1578, 4.2338], [-6.9674, 3.1353, 4.5409], [-6.5330, 4.3018, 5.1468], [-6.4906, 0.9315, 3.5741], [-5.6591, 0.0696, 3.3156], [-7.6648, 0.8286, 3.3018], [-4.8511, 5.3925, 5.9009], [-3.2205, 3.6244, 5.3558], [-3.9792, 1.5347, 4.2853], [-8.0133, 2.9947, 4.3121], [-7.2439, 5.0786, 5.3905], [8.0506, -2.5111, -6.0086], [8.2737, -3.7418, -5.4057], [7.2673, -4.3532, -4.6754], [6.0460, -3.7154, -4.5639], [5.8063, -2.4855, -5.1527], [6.8185, -1.8823, -5.8799], [4.9721, -4.3663, -3.8044], [5.2100, -5.4296, -3.2784], [3.8955, -3.7963, -3.7355], [8.8348, -2.0388, -6.5827], [9.2336, -4.2284, -5.5065], [7.4364, -5.3097, -4.2042], [4.8459, -2.0023, -5.0502], [6.6472, -0.9237, -6.3438], [3.8015, -1.3598, -11.4232], [3.8329, -0.0414, -10.9875], [4.8373, 0.3844, -10.1342], [5.8000, -0.5240, -9.7340], [5.7826, -1.8421, -10.1517], [4.7725, -2.2590, -11.0028], [6.8806, -0.0729, -8.8466], [6.8631, 1.0796, -8.4698], [7.7284, -0.8855, -8.5344], [3.0186, -1.6870, -12.0942], [3.0759, 0.6570, -11.3158], [4.8683, 1.4081, -9.7926], [6.5427, -2.5353, -9.8237], [4.7452, -3.2852, -11.3414], [-7.6243, 1.3909, -1.7238], [-8.2916, 1.5187, -0.5136], [-9.6669, 1.6774, -0.4805], [-10.3551, 1.7013, -1.6768], [-9.7122, 1.5798, -2.8948], [-8.3359, 1.4234, -2.9153], [-11.8222, 1.8489, -1.6536], [-12.3520, 1.9725, -0.5714], [-12.3998, 1.8345, -2.7178], [-6.5489, 1.2587, -1.7175], [-7.7383, 1.4929, 0.4187], [-10.1873, 1.7760, 0.4604], [-10.2731, 1.6049, -3.8170], [-7.8202, 1.3253, -3.8605], [2.6737, -0.1448, 5.9218], [3.6974, -0.8803, 6.5033], [4.6949, -1.4266, 5.7132], [4.6519, -1.2234, 4.3454], [3.6347, -0.5001, 3.7490], [2.6410, 0.0416, 4.5459], [5.7194, -1.7869, 3.5052], [6.5872, -2.4301, 4.0517], [5.6619, -1.5841, 2.3065], [1.8993, 0.2850, 6.5435], [3.7209, -1.0278, 7.5737], [5.4922, -2.0011, 6.1609], [3.6114, -0.3542, 2.6806], [1.8434, 0.6128, 4.0911], [2.6075, -5.5895, 1.4794], [3.3647, -4.6661, 2.1885], [3.4342, -4.7450, 3.5708], [2.7462, -5.7491, 4.2217], [1.9825, -6.6738, 3.5341], [1.9152, -6.5892, 2.1521], [2.8386, -5.8396, 5.6886], [3.4978, -4.9971, 6.2616], [2.2482, -6.7467, 6.2335], [2.5597, -5.5325, 0.3989], [3.9052, -3.8863, 1.6667], [4.0244, -4.0286, 4.1225], [1.4494, -7.4502, 4.0622], [1.3255, -7.3073, 1.5991], [-3.2253, 11.4494, 7.5604], [-2.3026, 10.4579, 7.2530], [-2.7195, 9.2875, 6.6420], [-4.0617, 9.1331, 6.3456], [-4.9968, 10.1062, 6.6491], [-4.5700, 11.2719, 7.2623], [-4.5068, 7.9044, 5.6792], [-3.6736, 7.0486, 5.4379], [-5.6834, 7.7996, 5.4007], [-2.8949, 12.3644, 8.0334], [-1.2568, 10.5981, 7.4873], [-2.0072, 8.5132, 6.4006], [-6.0404, 9.9636, 6.4125], [-5.2863, 12.0439, 7.5050]], "e_homo_ev": -10.1057, "lumo_ev": -3.44, "total_charge": 1, "spin_multiplicity": 1}



3.
{"formula": "C6H11N", "method": "ωB97M-V with the def2-TZVPD basis set", "elements": ["C", "N", "C", "C", "C", "C", "C", "H", "H", "H", "H", "H", "H", "H", "H", "H", "H", "H"], "coordinates": [[-2.9874, 0.8225, 1.7791], [-1.6647, 0.2766, 1.8018], [-0.6999, 0.5226, 0.7862], [-0.0143, -0.6325, 0.3995], [1.2639, -0.2174, -0.2080], [1.6133, -0.7282, -1.4073], [2.6940, -0.2602, -2.2224], [-3.4466, 0.5902, 0.6216], [-3.6569, 0.3360, 2.4414], [-2.9660, 1.8156, 1.9828], [-1.4372, -0.6235, 2.2524], [-0.3123, 1.5492, 0.4089], [-0.6027, -1.6291, 0.2423], [2.1268, 0.1569, 0.1472], [1.0254, -1.5806, -1.8696], [3.2870, 0.5621, -1.5523], [2.4118, 0.2034, -3.2006], [3.3659, -1.1636, -2.4031]], "smiles": "C/C=C/C=C/NC", "e_homo_ev": -7.4680, "lumo_ev": 1.02, "relative_energy_kj_mol": 403.4, "spin_multiplicity": 1}



4.
{"formula": "C4H11N2", "method": "ωB97M-V with the def2-TZVPD basis set", "elements": ["C", "C", "C", "C", "N", "N", "H", "H", "H", "H", "H", "H", "H", "H", "H", "H", "H"], "coordinates": [[1.6322, -0.6290, 1.1954], [1.2848, -0.0825, -0.1797], [-0.2049, -0.2165, -0.5162], [-0.7658, 0.5608, -1.4595], [-2.2261, 0.6980, -1.3978], [0.5436, -0.3904, 2.1125], [1.5904, -1.6830, 1.1588], [2.7304, -0.2973, 1.4668], [1.6425, 0.9083, -0.3128], [1.6787, -0.7930, -1.0139], [-0.8038, -1.0797, -0.0268], [-0.2393, 1.3302, -2.0021], [-2.5545, -0.2575, -1.0094], [-2.7363, 0.9947, -2.3009], [-2.6141, 1.3361, -0.6518], [0.5959, 0.5157, 2.5498], [0.8096, -0.9244, 2.8991]], "smiles": "NCC/C=C/[NH3+]", "e_homo_ev": -13.3053, "lumo_ev": -3.79, "relative_energy_kj_mol": 273.5, "total_charge": 1, "spin_multiplicity": 1}